(1)
Formula: C20H28MoNO3
Source: the OMol25 dataset
Level of theory: ωB97M-V/def2-TZVPD

Results
- Kohn-Sham gap (alpha / beta): 7.05 / 6.70 eV
- LUMO level (alpha / beta): -4.8 / -5.1 eV
- Spin multiplicity: 3
- HOMO (alpha / beta): -11.805 / -11.805 eV
- Charge: +1

Each line ends with the Löwdin spin population.
Element x y z (Å)
C  -1.25  -0.65  -0.78  0.0029
C  0.10  -0.77  -7.34  0.0000
H  1.17  -3.69  -7.83  0.0000
H  0.39  2.14  -3.59  0.0001
C  1.60  1.93  1.29  0.0141
C  -1.29  -1.80  0.07  0.0682
C  0.01  -0.02  -3.78  0.0029
H  1.30  2.42  2.22  0.0022
C  0.95  -1.12  3.20  0.0588
H  1.52  -0.99  -8.94  0.0000
H  0.68  -0.72  -4.25  0.0001
C  2.81  0.66  -0.22  0.0599
H  0.53  -3.07  -5.70  0.0000
H  2.62  -2.67  -7.79  0.0000
H  2.15  -2.36  -5.48  0.0000
C  2.68  1.00  1.15  -0.0003
C  -1.86  0.04  1.36  0.0469
C  -1.54  0.52  0.04  -0.0104
H  0.32  2.93  -0.26  0.0005
C  -2.05  1.58  -5.82  0.0001
C  1.81  1.39  -0.96  0.0310
H  -1.10  -2.81  -0.27  0.0068
C  1.54  -2.70  -7.59  0.0000
C  -1.49  1.20  -4.47  0.0001
H  0.10  -2.03  -9.12  0.0000
O  -1.37  -0.24  -4.30  0.0027
C  -1.75  -1.38  1.35  -0.0335
H  1.73  1.41  -2.03  0.0050
H  -2.65  2.80  -3.54  0.0000
H  -1.86  2.65  -6.00  0.0000
H  0.17  0.31  -7.53  0.0000
H  -3.13  1.42  -5.85  0.0000
C  1.06  2.19  -0.02  -0.0001
H  -1.72  1.53  -0.32  0.0011
H  -3.11  1.13  -3.04  0.0000
H  -1.59  1.02  -6.64  0.0000
O  0.71  -1.04  -6.06  0.0001
H  3.57  0.02  -0.65  0.0104
H  0.13  -0.07  -2.69  0.0046
C  0.05  1.40  -4.30  0.0004
H  -1.29  -0.68  -1.87  0.0036
H  -0.96  -1.05  -7.29  0.0000
Mo  0.67  0.04  0.39  1.5725
H  -1.65  1.88  -2.39  0.0001
H  -2.07  -2.06  2.15  -0.0021
C  1.26  -2.37  -6.12  0.0000
H  0.61  1.43  -5.24  0.0001
C  0.80  -1.61  -8.40  0.0000
O  0.89  -1.41  4.36  0.0729
C  -2.27  1.80  -3.30  0.0001
N  1.00  -0.85  2.03  0.0761
H  -2.26  0.66  2.16  0.0023
H  3.35  0.66  1.93  0.0000

---

(2)
Formula: C20H28N2O3
Source: the OMol25 dataset
Level of theory: ωB97M-V/def2-TZVPD

Results
- Kohn-Sham gap: 9.55 eV
- LUMO level: 0.8 eV
- HOMO: -8.773 eV
- SMILES: CCCCc1nc2cc(C(=O)N3CCC[C@H](OCCC)C3)ccc2o1

Each line ends with the Mulliken charge.
Element x y z (Å)
H  5.81  3.20  1.34  0.3438
C  -2.29  2.90  -0.29  -0.9882
H  -3.52  1.66  -2.34  0.3315
H  6.10  0.27  2.18  0.2749
C  0.94  -0.29  -1.47  -0.2420
C  -5.76  -0.99  2.77  -1.2196
N  3.46  -0.23  -1.30  -0.7223
H  7.29  2.46  1.95  0.3279
C  -3.45  0.88  -1.58  -1.3632
H  -0.96  -1.94  0.80  0.5219
H  7.24  0.81  0.02  0.3707
H  -5.66  -0.81  0.07  0.3365
C  6.20  2.41  1.98  -1.3578
H  -0.45  1.79  -0.55  0.5630
H  6.10  -0.83  -1.38  0.3217
C  2.28  -1.34  0.26  0.6881
C  -1.54  -0.58  -1.40  0.1618
H  4.62  1.02  1.57  0.2216
C  4.23  -0.76  -0.42  0.6744
C  -1.49  1.60  -0.27  -0.4600
H  -4.37  3.46  -0.16  0.3039
H  0.86  0.28  -2.38  0.5520
H  1.26  -2.44  1.80  0.4419
H  -5.52  0.05  2.92  0.2636
C  1.17  -1.85  0.91  -1.4297
O  -4.10  0.38  0.72  -0.2813
H  -4.03  -1.48  -0.20  0.2206
C  6.15  0.75  0.08  -0.7136
C  5.71  -0.65  -0.38  -0.8746
H  -1.50  1.18  0.75  0.2820
O  3.60  -1.45  0.56  -0.4454
C  5.71  1.05  1.51  -0.1213
C  -0.17  -0.80  -0.82  0.1062
H  -1.80  3.62  0.37  0.4000
H  -3.76  2.61  1.27  0.3102
C  -3.72  2.65  0.18  -0.7940
H  -2.28  3.31  -1.30  0.3226
H  -3.83  -0.06  -2.00  0.5626
H  -4.99  -2.68  1.66  0.4139
C  -4.73  -1.63  1.84  -0.4778
H  -5.32  1.37  -0.61  0.4672
H  -3.75  -1.60  2.31  0.1998
H  5.73  1.49  -0.59  0.3734
H  6.10  -1.41  0.30  0.2594
H  5.88  2.61  3.00  0.3761
C  -4.25  1.30  -0.34  0.2525
C  -4.66  -0.91  0.50  -0.3306
H  -6.76  -1.06  2.34  0.3009
C  -0.06  -1.56  0.34  -0.3320
H  -5.76  -1.49  3.74  0.3943
O  -2.11  -1.46  -2.02  -0.6703
N  -2.07  0.64  -1.19  0.2738
C  2.18  -0.57  -0.92  0.6093

---

(3)
Formula: C20H28N2O4S
Source: the OMol25 dataset
Level of theory: ωB97M-V/def2-TZVPD

Results
- Kohn-Sham gap: 8.59 eV
- LUMO level: 0.3 eV
- HOMO: -8.323 eV
- SMILES: CCCOc1ccc(S(=O)(=O)NCCCN2CCOCC2)c2ccccc12

Each line ends with the Mulliken charge.
Element x y z (Å)
N  -2.95  -2.58  -3.20  0.0193
H  1.36  -2.64  3.92  0.4307
C  2.87  0.38  3.91  -0.9505
H  -5.32  -1.29  -5.24  0.3674
H  -3.17  -0.71  -4.16  0.2775
C  4.15  4.10  2.66  -0.7422
H  -2.44  -1.68  1.29  0.3492
H  -1.53  -1.22  -2.41  0.2972
C  2.53  0.81  2.61  0.8523
C  -3.78  -1.51  -3.72  -0.3483
C  -3.16  -3.70  -5.35  -0.6554
C  -1.88  -1.72  0.35  -0.9775
H  3.36  5.51  4.93  0.3161
H  -3.45  -2.80  -0.63  0.2895
H  2.20  4.22  4.59  0.2625
O  0.20  0.23  -1.81  -0.7969
C  1.74  -0.03  1.79  0.5189
H  4.57  4.14  1.65  0.3455
C  -2.83  -1.92  -0.82  -0.6924
H  1.73  5.90  4.36  0.3556
C  3.04  5.13  2.82  -0.2532
H  2.94  3.43  0.45  0.3989
H  3.42  6.11  2.51  0.4041
C  2.55  5.20  4.27  -1.1814
C  1.33  -1.28  2.29  -0.7484
C  2.45  -0.84  4.37  -0.6430
O  3.74  2.79  2.98  -0.4759
N  -1.09  -0.50  0.27  -0.1588
H  -1.17  -2.54  0.40  0.5042
H  -4.39  -1.10  -2.92  0.3419
O  0.80  -1.88  -0.68  -0.6176
C  2.62  2.48  0.85  -0.8366
H  -5.38  -2.82  -4.33  0.3671
H  -2.62  -4.09  -6.21  0.3590
H  -1.32  -2.92  -1.97  0.4762
H  4.96  4.31  3.37  0.4306
H  -3.78  -4.49  -4.90  0.3547
C  2.97  2.08  2.12  0.9808
H  -3.50  -1.06  -0.90  0.3398
C  -4.72  -2.08  -4.80  -0.7425
H  0.75  -1.92  1.64  0.4778
H  -1.63  0.30  -0.01  0.3217
C  -2.19  -3.16  -4.30  -0.4604
C  1.83  1.65  0.05  -0.8425
O  -4.00  -2.68  -5.85  -0.3812
S  0.36  -0.52  -0.59  1.5495
H  -1.52  -2.42  -4.77  0.2971
C  -2.07  -2.14  -2.13  -0.6834
H  2.20  4.87  2.17  0.2976
H  2.71  -1.17  5.36  0.4010
C  1.40  0.43  0.50  -0.4120
H  3.48  1.02  4.53  0.4895
H  1.55  1.96  -0.94  0.5935
C  1.67  -1.67  3.55  -0.8353
H  -1.58  -3.99  -3.92  0.3687

---

Energy relative to the best compared isomer or geometry (same formula, charge and spin), respectively: 0.0 27.6 45.6 kcal per mole.